Entry 1:
# C6H11N3

One molecule with the formula C6H11N3 at a distorted geometry (ωB97M-V/def2-TZVPD, the Open Molecules 2025 dataset).

Geometry as XYZ:
```
20
Properties=species:S:1:pos:R:3:lowdin_charge:R:1
H -1.30162 -0.27542 2.07648 0.0470
N -1.84393 -0.63372 1.28381 0.1052
C -1.40297 -0.14144 0.17134 -0.4953
N -2.22579 -0.22262 -0.91610 0.1182
C -0.13038 0.73990 0.08993 -0.2002
C -0.37901 2.16633 -0.27660 -0.0521
C 1.03532 0.09369 0.26828 -0.3550
N 2.29868 0.62849 0.16927 0.1128
C 0.97726 -1.34806 0.51296 -0.1447
C 0.86438 -2.27744 -0.45384 0.0363
H -1.75120 -0.34869 -1.80108 0.0928
H -2.97003 -0.89401 -0.76066 0.0965
H 0.53817 2.76215 -0.27322 0.0648
H -0.81505 2.23689 -1.27862 0.0786
H -1.08184 2.61655 0.43298 0.0858
H 3.00980 0.28766 0.80912 0.0980
H 2.37974 1.63899 0.11251 0.0857
H 1.19855 -1.64892 1.53448 0.1102
H 0.45047 -2.07294 -1.43489 0.0608
H 1.14945 -3.30741 -0.26614 0.0545
```

Results
SMILES string	[H]/N=C(N)\C(C)=C(\N)C=C
gap between HOMO and LUMO	9.0	eV
total energy	-10869.411	eV

Entry 2:
# C6H11N3

A 2-piece molecular cluster, C6H11N3 overall at a distorted geometry (ωB97M-V/def2-TZVPD, the Open Molecules 2025 dataset).

Geometry as XYZ:
```
20
Properties=species:S:1:pos:R:3:lowdin_charge:R:1
H 0.68017 -2.06281 0.50179 0.0644
N 1.46777 -1.13754 0.83936 0.1057
C 0.94939 -0.13673 0.31591 -0.4225
C 0.46782 1.25097 0.75181 -0.2584
C -0.28216 1.31987 2.07109 -0.0660
C -0.37526 1.26918 -0.55463 -0.1058
N 0.10903 -0.07583 -0.88045 -0.2048
C 0.41273 -0.54424 -2.21145 -0.0706
H 1.27981 1.98188 0.73364 0.1343
H -1.11170 0.60928 2.07143 0.0769
H 0.38023 1.05213 2.89408 0.0768
H -0.68095 2.31964 2.24516 0.0751
H -0.09737 2.01612 -1.30039 0.1119
H -1.45496 1.28523 -0.39842 0.1119
H 1.04104 -1.43105 -2.13363 0.0861
H -0.50700 -0.80748 -2.73610 0.0755
H 0.93727 0.23384 -2.77748 0.0861
C -0.76609 -2.39497 0.16547 -0.1090
N -1.37677 -1.56494 -0.43866 0.1393
H -1.07300 -3.18253 0.84147 0.0930
```

Results
SMILES string	[H]/N=C1/[C@H](C)CN1C.C#N
gap between HOMO and LUMO	8.2	eV
total energy	-10866.227	eV

Entry 3:
# C6H11N3O

A 2-piece molecular cluster, C6H11N3O overall at a distorted geometry (ωB97M-V/def2-TZVPD, the Open Molecules 2025 dataset).

Geometry as XYZ:
```
21
Properties=species:S:1:pos:R:3:lowdin_charge:R:1
C -0.36888 0.18298 -2.09430 -0.0703
C 0.49596 0.98276 -1.23095 -0.3004
C 0.33068 2.42579 -0.85574 -0.0683
N 1.53514 2.83714 -0.39270 0.0058
C 2.36239 1.66403 -0.33674 -0.1680
N 1.68844 0.51446 -0.62825 0.0813
H -1.31154 0.41138 -1.74460 0.0554
H -0.13401 -0.86349 -1.95096 0.0721
H -0.44137 0.28196 -3.10597 0.0485
H -0.46412 3.13724 -0.89292 0.0919
H 1.82498 3.80537 -0.25350 0.1465
H 3.46500 1.74323 -0.16235 0.1155
C -0.90640 -2.34135 0.50914 -0.0211
C -0.47091 -2.08446 1.94056 -0.5418
N -1.31049 -1.14630 2.61310 0.0856
O 0.38193 -2.55010 2.65952 0.0441
H -0.92406 -1.52292 -0.19907 0.0331
H -1.95701 -2.57744 0.34044 0.0707
H -0.51026 -3.32367 0.05918 0.1154
H -1.02181 -0.73004 3.49290 0.0872
H -2.26366 -0.84658 2.23325 0.1168
```

Results
SMILES string	Cc1c[nH]cn1.CC(N)=O
gap between HOMO and LUMO	8.7	eV
total energy	-12916.404	eV

Entry 4:
# C6H11N3O3

One molecule with the formula C6H11N3O3 at a distorted geometry (ωB97M-V/def2-TZVPD, the Open Molecules 2025 dataset).

Geometry as XYZ:
```
23
Properties=species:S:1:pos:R:3:lowdin_charge:R:1
C -0.09247 2.52542 -0.72850 -0.0732
C 0.74471 1.25424 -0.63156 -0.2159
N 0.09204 0.14353 0.10170 -0.0279
C -1.17031 -0.11242 -0.44158 -0.2094
N -2.26630 0.21500 0.56356 -0.3797
O -3.35103 0.24139 0.06907 0.0802
O -2.04216 0.46230 1.70528 0.1114
C -1.09616 -1.64829 -0.69837 -0.0299
N 0.01777 -2.13529 -0.42851 0.1618
C 0.88224 -1.13555 0.24553 -0.5311
C 1.19860 -1.46320 1.71660 0.0287
O 2.06221 -1.00305 -0.49612 0.0226
H -0.19972 3.06790 0.18520 0.0735
H 0.46841 3.20505 -1.43955 0.1060
H -0.99160 2.23009 -1.13364 0.0272
H 0.98268 0.86259 -1.69110 0.1399
H 1.76870 1.55670 -0.19152 0.1433
H -1.43761 0.42892 -1.25828 0.1107
H -1.88727 -2.17816 -1.25629 0.1316
H 0.49252 -2.01364 2.21746 0.0488
H 1.33743 -0.46995 2.09731 0.0884
H 2.04734 -2.16565 1.87646 0.0987
H 2.43995 -1.86794 -0.38315 0.0942
```

Results
SMILES string	CCN1[C@H]([N+](=O)[O-])C=N[C@@]1(C)O
gap between HOMO and LUMO	10.2	eV
total energy	-17008.995	eV

Entry 5:
# C6H11N3OS

A 2-piece molecular cluster, C6H11N3OS overall at a distorted geometry (ωB97M-V/def2-TZVPD, the Open Molecules 2025 dataset).

Geometry as XYZ:
```
22
Properties=species:S:1:pos:R:3:lowdin_charge:R:1
C 3.33254 -0.16790 0.75204 -0.2075
C 1.71451 0.41961 -0.46397 -0.4032
C -1.97992 -0.97641 -0.05770 -0.1922
C -0.24884 1.83205 1.49125 -0.2317
C -0.88918 -1.18652 -1.02820 -0.0999
C 0.48498 0.83264 -1.02436 -0.1991
N 2.05682 0.24070 0.80865 0.1136
N 3.81985 -0.26721 -0.46410 0.0604
N 2.79553 0.10004 -1.24070 0.0511
O -0.30098 3.29476 -0.71612 -0.5211
S -0.72970 1.96167 -0.27464 0.8583
H 3.91364 -0.39533 1.62346 0.1049
H -2.58363 -0.10986 -0.31395 0.0479
H -2.63621 -1.85534 -0.06897 0.0781
H -1.59779 -0.87743 0.95511 0.0584
H 0.80754 2.04531 1.60996 0.0393
H -0.46432 0.82870 1.83771 0.0330
H -0.84918 2.55914 2.03024 0.0502
H -0.09151 -1.85722 -0.75637 0.0568
H -1.12592 -1.13331 -2.07600 0.0558
H 0.49279 0.97432 -2.09730 0.0874
H 2.89713 0.13360 -2.24232 0.1594
```

Results
multiplicity	3
gap between HOMO and LUMO (spin up / spin down)	7.5 / 7.0	eV
total energy	-23748.160	eV

Entry 6:
# C6H11N3S

A 2-piece molecular cluster, C6H11N3S overall at a distorted geometry (ωB97M-V/def2-TZVPD, the Open Molecules 2025 dataset).

Geometry as XYZ:
```
21
Properties=species:S:1:pos:R:3:lowdin_charge:R:1
C 1.68277 0.65910 -1.65786 -0.4035
C 2.08895 2.49053 -0.19154 -0.4843
C 0.99408 0.55389 -0.47665 -0.4562
C -0.18790 -1.52539 2.14790 -0.1642
C -0.73648 -0.42685 1.27010 -0.2749
C 0.03397 -0.44177 -0.06560 -0.0919
N 1.28914 1.64612 0.36611 0.0274
N -0.87787 0.96556 -2.64406 -0.0572
N -1.44518 0.75094 -1.41910 -0.0077
S 2.79901 2.03504 -1.72242 0.9370
H 1.67203 -0.11025 -2.41771 0.0630
H 2.40690 3.44610 0.20462 0.0635
H 0.73539 -1.24188 2.82570 0.0985
H -0.66995 -2.11490 2.95623 0.0591
H 0.38028 -2.33581 1.52144 0.0889
H -1.85507 -0.45737 0.98774 0.1220
H -0.52354 0.58201 1.81787 0.1227
H -0.04340 -1.34755 -0.72346 0.1251
H -0.45669 1.85508 -2.92908 0.1028
H -0.98304 0.32883 -3.38191 0.0701
H -1.09857 1.50895 -0.79505 0.0597
```

Results
gap between HOMO and LUMO (spin up / spin down)	7.9 / 7.7	eV
total energy	-21701.527	eV

Entry 7:
# C6H11N4

An isolated ion of composition C6H11N4 and charge +1 at a distorted geometry (ωB97M-V/def2-TZVPD, the Open Molecules 2025 dataset).

Geometry as XYZ:
```
21
Properties=species:S:1:pos:R:3:lowdin_charge:R:1
N -1.04489 -2.36093 0.43207 0.1018
N -0.22781 -1.26723 0.28769 -0.2151
C 0.25494 -0.81857 1.54627 -0.1303
C 1.40987 0.14358 1.33531 -0.0785
N 1.13726 1.29067 0.41598 0.0683
C 0.68328 0.81801 -0.90453 -0.2727
N -0.02156 1.86452 -1.58590 0.0602
C -1.15834 1.31384 -2.00344 -0.1067
C -1.45374 0.04001 -1.50404 0.0192
C -0.38556 -0.28720 -0.65571 -0.1180
H -1.32182 -2.66874 -0.50357 0.1171
H -1.86554 -2.06595 0.98620 0.1156
H 0.61971 -1.68890 2.09956 0.1496
H -0.59629 -0.38354 2.03649 0.1322
H 1.90788 0.54637 2.25108 0.1525
H 2.27910 -0.29702 0.72461 0.1697
H 0.46933 2.08382 0.77973 0.2416
H 1.94092 1.93097 0.28872 0.1936
H 1.47904 0.35133 -1.52246 0.1941
H -1.75807 1.82497 -2.73249 0.1255
H -2.34772 -0.37000 -1.77157 0.0803
```

Results
SMILES string	NN1CC[NH2+][C@@H]2N=CC=C21
gap between HOMO and LUMO	8.2	eV
total charge	+1
total energy	-12351.554	eV

Entry 8:
# C6H11N4O3

An isolated ion of composition C6H11N4O3 and charge +1 at a distorted geometry (ωB97M-V/def2-TZVPD, the Open Molecules 2025 dataset).

Geometry as XYZ:
```
24
Properties=species:S:1:pos:R:3:lowdin_charge:R:1
C -0.40165 0.92575 -0.18788 -0.3564
C -0.47316 -1.76328 -0.05892 -0.4666
C 1.56398 2.13012 -0.50158 -0.0129
C 1.16611 2.10844 1.05207 0.0290
C -0.70759 -3.16993 0.31844 0.0351
C -1.63474 0.22620 -0.75742 -0.1362
N 0.44607 1.38508 -1.10130 0.1828
N -0.17346 1.41952 0.99934 0.2253
N -1.59509 -1.20251 -0.61770 0.1363
N -2.75751 0.82378 0.04181 -0.3601
O -3.45238 1.49285 -0.68112 0.1252
O 0.46769 -1.09310 0.31516 0.0833
O -2.76632 0.66588 1.24278 0.0925
H 1.63376 3.04679 -1.04201 0.1293
H 2.59053 1.78667 -0.48258 0.1366
H 1.76298 1.59249 1.74469 0.1302
H 0.89084 2.96233 1.57148 0.1189
H -1.61040 -3.68547 -0.11476 0.1265
H -0.66662 -3.20886 1.32943 0.0694
H 0.15067 -3.72320 0.14727 0.0761
H -1.63740 0.38094 -1.86163 0.1787
H 0.38359 0.93800 -1.97096 0.1568
H -0.86142 1.19473 1.69835 0.1611
H -2.09157 -1.81548 -1.20702 0.1389
```

Results
multiplicity	3
gap between HOMO and LUMO (spin up / spin down)	6.5 / 5.9	eV
total charge	+1
total energy	-18488.440	eV

Entry 9:
# C6H11N4OP3

C6H11N4OP3 as an isolated structure at a distorted geometry (ωB97M-V/def2-TZVPD, the Open Molecules 2025 dataset).

Geometry as XYZ:
```
25
Properties=species:S:1:pos:R:3:lowdin_charge:R:1
C -2.44511 -0.47261 -0.96334 -0.1193
C -2.57218 1.22493 0.79039 -0.0928
C -2.03490 -1.31654 -0.10245 -0.1033
C -2.14724 0.39378 1.69956 -0.0259
C -2.54473 0.96891 -0.64851 -0.1663
C -1.46345 -0.85369 1.20509 -0.3935
N 2.08435 0.81145 -1.06022 -0.5815
N 0.72505 -1.28264 -1.49866 -0.5485
N 4.07592 0.97194 0.70688 -0.3482
N 5.25490 0.75646 0.04966 -0.1521
O -0.09298 -0.60416 0.94048 -0.5244
P 1.21610 0.15334 -2.17685 0.7567
P 2.55746 0.22395 0.36548 0.6036
P 0.93412 -1.74595 0.21103 0.8154
H -2.87537 -0.70029 -1.85323 0.0848
H -3.06717 2.13623 1.13205 0.1167
H -1.83068 -2.39692 -0.31639 0.1189
H -2.26254 0.44523 2.73304 0.0916
H -1.65220 1.41949 -1.03045 0.1122
H -3.40038 1.44385 -1.06412 0.1123
H -1.35527 -1.59135 2.07159 0.1535
H -0.08794 -1.68132 -1.94738 -0.0124
H 5.19165 0.72952 -0.96453 0.0517
H 5.96790 0.09350 0.35626 0.0680
H 1.82469 0.87289 1.36461 -0.0172
```

Results
gap between HOMO and LUMO (spin up / spin down)	6.6 / 6.6	eV
total energy	-42270.934	eV

Entry 10:
# C6H11N5O2

A 2-piece molecular cluster, C6H11N5O2 overall at a distorted geometry (ωB97M-V/def2-TZVPD, the Open Molecules 2025 dataset).

Geometry as XYZ:
```
24
Properties=species:S:1:pos:R:3:lowdin_charge:R:1
C -1.19670 1.23967 0.48653 -0.4046
C -1.42061 0.56298 -0.72184 -0.3838
C -2.98080 -1.48343 0.63967 -0.4520
C -0.06803 0.69080 1.35235 -0.0814
C 1.09546 0.09775 0.55503 -0.3318
C 0.55066 -0.78495 -0.54529 -0.2862
N -1.98970 2.19584 0.83827 0.0840
N -0.58803 -0.44579 -1.11368 0.1361
N -2.52324 0.77528 -1.59757 0.0668
N 2.00497 -0.56371 1.47289 0.0486
N 1.23045 -1.92863 -0.94619 0.1230
O -3.94771 -0.87771 0.56928 0.2213
O -2.04104 -2.13614 0.73392 0.1974
H 0.31513 1.47331 2.00826 0.1217
H -0.49018 -0.09592 1.98825 0.1212
H 1.65698 0.92305 0.08323 0.1618
H -1.76220 2.60016 1.74204 0.0220
H -0.92982 -0.97555 -1.91102 0.1685
H -3.35544 0.95118 -1.03836 0.0597
H -2.38987 1.61414 -2.16020 0.0746
H 1.52568 -1.33194 1.93689 0.0866
H 2.81512 -0.94168 0.99554 0.0650
H 2.23855 -1.84613 -0.93755 0.0864
H 0.88757 -2.33724 -1.80538 0.0950
```

Results
gap between HOMO and LUMO	6.4	eV
total energy	-17945.304	eV

What did the seventh record say?
# C6H11N4

An isolated ion of composition C6H11N4 and charge +1 at a distorted geometry (ωB97M-V/def2-TZVPD, the Open Molecules 2025 dataset).

Geometry as XYZ:
```
21
Properties=species:S:1:pos:R:3:lowdin_charge:R:1
N -1.04489 -2.36093 0.43207 0.1018
N -0.22781 -1.26723 0.28769 -0.2151
C 0.25494 -0.81857 1.54627 -0.1303
C 1.40987 0.14358 1.33531 -0.0785
N 1.13726 1.29067 0.41598 0.0683
C 0.68328 0.81801 -0.90453 -0.2727
N -0.02156 1.86452 -1.58590 0.0602
C -1.15834 1.31384 -2.00344 -0.1067
C -1.45374 0.04001 -1.50404 0.0192
C -0.38556 -0.28720 -0.65571 -0.1180
H -1.32182 -2.66874 -0.50357 0.1171
H -1.86554 -2.06595 0.98620 0.1156
H 0.61971 -1.68890 2.09956 0.1496
H -0.59629 -0.38354 2.03649 0.1322
H 1.90788 0.54637 2.25108 0.1525
H 2.27910 -0.29702 0.72461 0.1697
H 0.46933 2.08382 0.77973 0.2416
H 1.94092 1.93097 0.28872 0.1936
H 1.47904 0.35133 -1.52246 0.1941
H -1.75807 1.82497 -2.73249 0.1255
H -2.34772 -0.37000 -1.77157 0.0803
```

Results
SMILES string	NN1CC[NH2+][C@@H]2N=CC=C21
gap between HOMO and LUMO	8.2	eV
total charge	+1
total energy	-12351.554	eV

Question: What is the total energy in the second record?
Answer: -10866.227 eV

Repeat the third record exactly.
# C6H11N3O

A 2-piece molecular cluster, C6H11N3O overall at a distorted geometry (ωB97M-V/def2-TZVPD, the Open Molecules 2025 dataset).

Geometry as XYZ:
```
21
Properties=species:S:1:pos:R:3:lowdin_charge:R:1
C -0.36888 0.18298 -2.09430 -0.0703
C 0.49596 0.98276 -1.23095 -0.3004
C 0.33068 2.42579 -0.85574 -0.0683
N 1.53514 2.83714 -0.39270 0.0058
C 2.36239 1.66403 -0.33674 -0.1680
N 1.68844 0.51446 -0.62825 0.0813
H -1.31154 0.41138 -1.74460 0.0554
H -0.13401 -0.86349 -1.95096 0.0721
H -0.44137 0.28196 -3.10597 0.0485
H -0.46412 3.13724 -0.89292 0.0919
H 1.82498 3.80537 -0.25350 0.1465
H 3.46500 1.74323 -0.16235 0.1155
C -0.90640 -2.34135 0.50914 -0.0211
C -0.47091 -2.08446 1.94056 -0.5418
N -1.31049 -1.14630 2.61310 0.0856
O 0.38193 -2.55010 2.65952 0.0441
H -0.92406 -1.52292 -0.19907 0.0331
H -1.95701 -2.57744 0.34044 0.0707
H -0.51026 -3.32367 0.05918 0.1154
H -1.02181 -0.73004 3.49290 0.0872
H -2.26366 -0.84658 2.23325 0.1168
```

Results
SMILES string	Cc1c[nH]cn1.CC(N)=O
gap between HOMO and LUMO	8.7	eV
total energy	-12916.404	eV